Below is C13H21ClGdIN4O as an isolated structure in a non-equilibrium geometry, with properties calculated with ωB97M-V/def2-TZVPD.

Last column: Mulliken spin population.
CARTESIAN COORDINATES (ANGSTROEM)
H 3.075 -0.045 1.099  0.13
H 1.917 -0.043 -1.716  0.06
H 0.158 -3.401 -2.143  0.00
C 0.117 1.442 0.243  0.37
C 0.549 -3.213 0.454  0.32
Cl -4.635 -1.586 -0.255  0.05
H 1.916 0.317 2.415  0.68
C 1.316 -2.655 1.418  -0.06
H 0.217 -4.232 0.317  -0.03
H 1.973 -0.941 -3.176  0.01
H 2.390 3.592 0.299  -0.21
H 3.099 2.385 1.392  -0.03
H 0.355 -1.478 -2.359  0.05
H -1.300 -2.403 -1.911  -0.12
N 1.388 -1.300 1.154  -1.08
N 0.198 -2.209 -0.428  0.18
C 0.376 2.750 2.052  1.54
C 1.267 -0.428 -2.525  -0.09
C 0.675 -1.012 0.031  0.20
H 1.847 -3.071 2.250  0.07
H 2.929 -1.124 2.499  -0.44
H -2.937 0.926 0.209  0.02
Gd -2.720 -0.279 -1.871  6.53
H -1.792 2.982 2.401  -0.40
C -0.191 -2.416 -1.793  0.00
C -2.375 1.822 -0.103  0.03
N -1.101 1.923 0.630  0.91
N 1.037 2.127 0.999  -3.21
H -2.794 -0.974 1.126  0.02
H -2.174 1.868 -1.195  -0.04
C -0.951 2.625 1.819  -0.25
H 0.818 0.385 -3.092  0.04
H -2.986 2.700 0.138  -0.01
C 2.376 2.528 0.583  1.37
H 2.689 1.941 -0.290  0.23
O -0.718 0.192 -1.515  -0.06
I -4.170 1.229 -3.582  0.09
C -2.938 -1.481 0.167  -0.17
C 0.284 0.260 -0.614  -0.64
C 2.375 -0.474 1.823  0.57
H -2.478 -2.472 0.210  -0.01
H 0.922 3.244 2.843  0.38

Output
Energy: -63277.7942 eV
HOMO energy (spin up / spin down): 2.591 / 0.556 eV
Expectation value of S²: 16.788
LUMO energy (spin up / spin down): 4.328 / 4.438 eV
2S+1: 8
Kohn-Sham gap (spin up / spin down): 1.7 / 3.9 eV
Total charge: -2

=====

Below is an isolated ion of composition C6H10N3 and charge +1 in a non-equilibrium geometry, with properties calculated with ωB97M-V/def2-TZVPD.

Last column: natural (NBO) charge in e.
CARTESIAN COORDINATES (ANGSTROEM)
N 0.975 -1.766 -0.122  -0.85
H 0.742 -2.507 0.545  0.39
C -1.709 -0.929 -0.141  0.25
C 0.817 -0.420 0.385  0.11
H 0.895 -0.152 1.583  0.22
C 1.666 0.459 -0.430  -0.29
C -2.490 1.102 0.055  -0.07
C -1.106 1.119 0.126  -0.03
H 3.459 1.585 -0.693  0.22
H 2.881 1.444 1.039  0.20
H -3.363 1.695 0.071  0.26
H -1.500 -1.923 -0.305  0.25
N -2.802 -0.240 -0.166  -0.45
H 1.678 0.313 -1.449  0.22
H -3.651 -0.787 -0.237  0.46
H 1.847 -2.043 -0.562  0.41
C 2.722 1.162 -0.075  -0.27
H -0.429 2.016 0.262  0.27
N -0.633 -0.130 0.114  -0.30

Output
Energy: -10846.4396 eV
HOMO energy: -13.899 eV
LUMO energy: -2.854 eV
Kohn-Sham gap: 11.0 eV
Structure (SMILES): C=C[C@H](N)[n+]1cc[nH]c1
Total charge: +1

=====

Below is a 2-piece molecular cluster, C4H9NO2 overall, with properties calculated with ωB97M-V/def2-TZVPD.

Last column: natural (NBO) charge in e.
CARTESIAN COORDINATES (ANGSTROEM)
O -0.317 -2.387 1.020  -0.70
H -0.145 1.866 -0.492  0.21
H 0.560 -2.550 0.629  0.50
N 1.443 0.176 0.835  -0.48
H -1.920 1.731 -0.350  0.21
C 0.258 -0.081 1.227  0.20
C -1.088 1.896 -1.043  -0.86
H -0.080 0.433 2.129  0.19
C 1.993 -0.488 -0.258  0.53
H -1.199 2.874 -1.518  0.22
H -1.098 1.114 -1.808  0.21
H 2.516 0.191 -0.949  0.13
O 1.998 -1.693 -0.429  -0.58
H -0.672 -0.998 -0.493  0.18
H -1.706 -0.919 0.944  0.19
C -0.683 -1.096 0.601  -0.15

Output
Energy: -9877.8807 eV
HOMO energy: -10.042 eV
LUMO energy: -0.009 eV
Kohn-Sham gap: 10.0 eV
Structure (SMILES): O=C/N=C\CO.C

=====

Below is a single C5H4 molecule in a non-equilibrium geometry, with properties calculated with ωB97M-V/def2-TZVPD.

Last column: Mulliken spin population.
CARTESIAN COORDINATES (ANGSTROEM)
C -0.350 1.769 1.739  0.66
H -1.570 -1.162 -1.538  0.02
C -0.692 -1.024 -0.804  0.53
C -0.354 0.774 1.026  0.05
C 0.867 -0.956 -0.889  0.20
H -0.433 2.721 1.972  0.03
C -0.372 -0.231 0.136  0.46
H 1.529 -0.264 -1.413  0.02
H 1.375 -1.627 -0.231  0.02

Output
Energy: -5240.7685 eV
HOMO energy (spin up / spin down): -5.752 / -9.102 eV
Expectation value of S²: 2.023
LUMO energy (spin up / spin down): 1.107 / -2.602 eV
2S+1: 3
Kohn-Sham gap (spin up / spin down): 6.9 / 6.5 eV

=====

Below is a single C7H10 molecule in a non-equilibrium geometry, with properties calculated with ωB97M-V/def2-TZVPD.

Last column: natural (NBO) charge in e.
CARTESIAN COORDINATES (ANGSTROEM)
H 1.798 -0.008 1.058  0.20
H 0.450 -2.557 0.064  0.21
H 1.087 0.405 -1.868  0.21
H -0.182 -1.525 1.364  0.20
C 0.270 -1.521 0.365  -0.42
C 0.672 0.239 -0.873  -0.22
H -0.091 2.421 -0.719  0.22
H 2.359 -1.052 -0.287  0.21
C 1.489 -0.566 0.164  -0.41
H -0.959 -1.224 -1.533  0.21
C -1.391 0.476 -0.213  -0.23
C -0.183 1.398 -0.377  -0.20
C -0.524 -0.703 -0.675  -0.20
H -1.247 2.095 1.330  0.22
H -0.338 0.585 1.766  0.20
H -2.411 0.368 -0.539  0.22
C -0.799 1.170 0.974  -0.43

Output
Energy: -7418.2732 eV
HOMO energy: -9.169 eV
LUMO energy: 1.237 eV
Kohn-Sham gap: 10.4 eV
Structure (SMILES): C1C[C@H]2[C@@H]1[C@H]1C[C@@H]21

=====

Below is a single BrNO3 molecule in a non-equilibrium geometry, with properties calculated with ωB97M-V/def2-TZVPD.

Last column: natural (NBO) charge in e.
CARTESIAN COORDINATES (ANGSTROEM)
Br -2.618 0.100 0.084  0.33
O 0.572 -1.194 -0.050  -0.28
N 0.789 -0.059 -0.012  0.73
O 1.865 0.497 0.114  -0.28
O -0.608 0.656 -0.136  -0.50

Output
Energy: -77667.6244 eV
HOMO energy: -11.365 eV
LUMO energy: -3.557 eV
Kohn-Sham gap: 7.8 eV
Structure (SMILES): O=[N+]([O-])OBr

=====

Q: What is the formula in the fifth record?
A: C7H10